Formula: C22H24N3O3Pd
Source: OMol25
Level of theory: wB97M-V/def2-TZVPD

Atoms and positions in Å:
1 Pd 1.905 -0.419 -0.007
2 C 1.726 0.920 3.109
3 O 2.476 0.111 2.187
4 C 3.900 0.225 2.305
5 C 4.430 0.890 1.062
6 O 3.980 0.059 -0.038
7 C 4.580 0.324 -1.344
8 C 3.551 0.889 -2.269
9 O 2.447 -0.026 -2.248
10 C 1.491 0.223 -3.291
11 H 1.940 0.610 4.132
12 H 0.671 0.757 2.900
13 H 1.973 1.978 2.987
14 H 4.306 -0.785 2.396
15 H 4.178 0.798 3.192
16 H 5.522 0.902 1.085
17 H 4.061 1.910 0.929
18 H 4.931 -0.640 -1.714
19 H 5.431 0.995 -1.231
20 H 3.959 0.967 -3.280
21 H 3.218 1.886 -1.954
22 H 1.962 0.075 -4.264
23 H 1.105 1.243 -3.227
24 H 0.684 -0.496 -3.172
25 N -8.581 -0.810 0.195
26 C -7.439 -0.748 0.170
27 C -6.020 -0.661 0.136
28 C -5.320 -0.247 1.286
29 C -3.943 -0.167 1.250
30 C -3.259 -0.501 0.079
31 C -3.953 -0.914 -1.064
32 C -5.331 -0.992 -1.040
33 C -1.769 -0.408 0.044
34 C -1.037 -1.586 0.116
35 C -1.614 -2.923 0.248
36 C -0.597 -3.799 0.282
37 C 0.629 -3.004 0.170
38 N 0.379 -1.725 0.074
39 C -1.191 0.862 -0.061
40 C -1.912 2.127 -0.183
41 C -0.978 3.087 -0.250
42 C 0.329 2.385 -0.166
43 N 0.198 1.099 -0.062
44 H -5.866 0.003 2.185
45 H -3.400 0.139 2.136
46 H -3.417 -1.167 -1.970
47 H -5.884 -1.297 -1.918
48 H -2.669 -3.135 0.313
49 H -0.632 -4.873 0.373
50 H 1.643 -3.391 0.166
51 H -2.983 2.235 -0.217
52 H -1.114 4.153 -0.349
53 H 1.304 2.858 -0.185

Computed properties:
relative energy (zero: lowest compared OMol25 entry of this formula, charge and spin): 169.9 kJ/mol
lowest unoccupied orbital energy (spin up / spin down): -13.93 / -13.94 eV
HOMO level (spin up / spin down): -17.3 / -17.3 eV
total charge: +3
electronic energy: -37261.8132 eV
Kohn-Sham gap (spin up / spin down): 3.3443 / 3.3315 eV